1.
ORCA calculation (ωB97M-V/def2-TZVPD) on the molecule C4H5NO2 in a non-equilibrium geometry.

Positions of all 12 atoms, in Å:
C -1.84 0.38 0.12
N -1.87 -0.91 0.15
O -0.59 -1.44 -0.04
C 0.51 -0.74 -0.55
C 1.35 -0.17 0.63
C 0.55 0.70 -0.31
O -0.80 1.32 0.01
H -2.76 1.04 -0.02
H 1.01 -1.42 -1.18
H 2.35 0.01 0.52
H 1.00 -0.29 1.65
H 1.10 1.52 -0.97

Summary:
charge	0
SMILES	C1=NO[C@@H]2C[C@@H]2O1
electronic energy	-360.49003	hartree
ΔE to the lowest compared entry with this formula, charge and spin	471.0	kJ/mol
strongest force on any atom	3.78	eV/Å
lowest unoccupied orbital energy	0.032	Ha
E_HOMO	-0.3390	Eh

***

2.
ORCA calculation (ωB97M-V/def2-TZVPD) on the ion C16H19FN with charge +1.

Positions of all 37 atoms, in Å:
C -1.79 4.34 -1.58
C -0.88 3.21 -1.24
C -1.08 2.46 -0.08
C -0.23 1.42 0.25
C 0.84 1.10 -0.58
C 1.76 -0.04 -0.25
N 1.68 -1.08 -1.33
C 0.36 -1.76 -1.46
C 0.19 -2.89 -0.45
C -0.08 -2.42 0.96
C 0.80 -2.67 2.01
C 0.51 -2.26 3.29
C -0.68 -1.60 3.56
C -1.58 -1.34 2.54
C -1.26 -1.76 1.26
F -2.12 -1.50 0.25
C 1.06 1.86 -1.73
C 0.20 2.89 -2.06
H -1.79 4.54 -2.65
H -1.45 5.25 -1.07
H -2.80 4.14 -1.25
H -1.90 2.70 0.57
H -0.39 0.86 1.15
H 1.48 -0.51 0.70
H 2.80 0.30 -0.19
H 2.41 -1.79 -1.19
H 1.88 -0.59 -2.22
H -0.42 -1.00 -1.35
H 0.29 -2.17 -2.47
H -0.67 -3.48 -0.78
H 1.06 -3.54 -0.46
H 1.72 -3.21 1.81
H 1.20 -2.47 4.09
H -0.91 -1.28 4.57
H -2.51 -0.83 2.72
H 1.90 1.65 -2.37
H 0.38 3.47 -2.95

Summary:
charge	+1
SMILES	Cc1ccc(C[NH2+]CCc2ccccc2F)cc1
electronic energy	-775.49248	hartree
ΔE to the lowest compared entry with this formula, charge and spin	0.0	kJ/mol
strongest force on any atom	0.88	eV/Å
lowest unoccupied orbital energy	-0.108	Ha
E_HOMO	-0.4538	Eh

***

Q: E_HOMO of number 1 (C4H5NO2)?
A: -0.3390 Eh

***

Q: Among the records above, which one has the lowest E_HOMO?
A: C16H19FN

***

Q: Which of these has the highest E_HOMO?
A: C4H5NO2